The following is a quantum chemistry calculation of a structure of composition C20H31N3O3 at a distorted geometry, from the Open Molecules 2025 dataset.

Calculated values
HOMO-LUMO gap = 8.5104 eV
E = -1170.0694 a.u.
HOMO level = -0.2893 Ha
M = 361.49 Da
Max |F| = 0.3503 Eh/bohr

Each line ends with the Löwdin charge.
Atoms and positions in Å:
C1 -0.955 -4.275 -1.781  -0.143
C2 -0.489 -4.199 -0.392  -0.281
C3 0.537 -3.003 -0.111  -0.166
H1 0.720 -3.188 0.941  0.126
H2 1.298 -3.436 -0.841  0.148
C4 -0.237 -1.776 -0.291  -0.148
N1 0.583 -0.775 0.361  0.034
C5 0.468 -0.084 1.309  -0.742
O1 1.329 0.423 1.993  0.053
N2 -0.751 -0.227 1.964  0.142
C6 -2.066 0.345 1.379  -0.261
C7 -3.297 -0.033 1.941  -0.092
C8 -4.390 -0.001 1.372  -0.036
C9 -4.468 0.866 0.262  -0.196
C10 -3.320 1.048 -0.581  0.108
C11 -2.155 0.724 0.240  -0.087
H3 -1.142 0.842 -0.363  0.163
H4 -3.362 1.485 -1.340  -0.029
O2 -5.639 1.145 -0.298  -0.024
C12 -5.925 1.728 -1.366  -0.384
C13 -7.430 1.870 -1.816  0.001
H5 -7.930 2.577 -0.777  0.180
H6 -7.892 1.026 -1.677  0.003
H7 -7.606 2.419 -2.506  -0.057
H8 -5.386 2.825 -1.714  0.179
H9 -5.375 1.087 -2.292  0.161
H10 -5.320 -0.214 2.007  0.166
H11 -3.111 -0.425 2.988  0.148
H12 -0.852 -0.037 3.080  0.201
C14 1.975 -0.463 -0.423  -0.212
C15 3.174 -0.865 0.198  -0.207
H13 3.024 -2.073 0.292  0.159
H14 3.269 -0.437 1.234  0.149
C16 4.403 -0.835 -0.596  -0.173
N3 4.540 0.637 -0.828  -0.127
C17 5.561 1.734 -0.285  -0.397
O3 5.546 2.729 -0.738  0.170
C18 6.590 0.917 0.805  0.041
H15 7.136 0.198 -0.005  0.129
H16 6.036 0.561 1.514  -0.016
H17 7.350 1.607 1.017  0.034
C19 3.314 1.340 -1.315  -0.189
C20 2.062 1.026 -0.735  -0.171
H18 1.270 1.335 -1.302  0.101
H19 2.126 1.658 0.114  0.124
H20 3.813 2.265 -1.712  0.123
H21 3.459 0.669 -2.490  0.180
H22 5.430 -1.244 -0.016  0.169
H23 4.373 -1.131 -1.645  0.108
H24 1.725 -0.873 -1.409  0.146
H25 -1.140 -1.574 0.069  0.069
H26 -0.274 -1.474 -1.468  0.184
H27 -0.036 -5.087 -0.170  0.066
H28 -1.479 -4.097 0.297  0.158
H29 -1.543 -5.194 -1.927  0.088
H30 -0.069 -4.304 -2.263  0.030
H31 -1.548 -3.439 -2.262  0.101